No. 1
{
  "formula": "C25H33N3O4",
  "method": "ωB97M-V with the def2-TZVPD basis set",
  "lumo_ev": 0.61,
  "e_homo_ev": -7.39,
  "relative_energy_kcal_mol": 61.9,
  "smiles": "CC(C)COc1ccc(C(=O)Nc2ccc(N3CCOCC3)cc2N2CCOCC2)cc1",
  "fmax_ev_per_a": 0.6,
  "total_energy_ha": -1437.646409,
  "species": ["C", "C", "C", "C", "O", "C", "C", "C", "C", "C", "O", "N", "C", "C", "C", "C", "N", "C", "C", "O", "C", "C", "C", "C", "N", "C", "C", "O", "C", "C", "C", "C", "H", "H", "H", "H", "H", "H", "H", "H", "H", "H", "H", "H", "H", "H", "H", "H", "H", "H", "H", "H", "H", "H", "H", "H", "H", "H", "H", "H", "H", "H", "H", "H", "H"],
  "xyz": [[5.2787, 0.8877, 0.9651], [6.1506, 0.6503, -0.2651], [7.6273, 0.8138, 0.0842], [5.9191, -0.7417, -0.8743], [4.6341, -0.8707, -1.4486], [3.5898, -1.4056, -0.7660], [3.6393, -2.0092, 0.4872], [2.4895, -2.5339, 1.0479], [1.2673, -2.4455, 0.3959], [0.0630, -3.0682, 1.0058], [0.0821, -4.1829, 1.4952], [-1.1045, -2.3649, 0.9610], [-1.3392, -1.0331, 0.6048], [-0.4214, -0.0257, 0.8671], [-0.6511, 1.2760, 0.4666], [-1.8231, 1.6259, -0.2079], [-2.0564, 2.8980, -0.7157], [-3.3542, 3.5235, -0.5457], [-3.3771, 4.3454, 0.7520], [-2.3600, 5.3214, 0.7633], [-1.0867, 4.7295, 0.6158], [-1.0216, 3.9113, -0.6804], [-2.7651, 0.6140, -0.4271], [-2.5495, -0.6908, -0.0206], [-3.4885, -1.7314, -0.2423], [-4.2821, -1.6647, -1.4542], [-4.9312, -3.0369, -1.6525], [-5.7586, -3.3693, -0.5609], [-5.0233, -3.3796, 0.6403], [-4.3563, -2.0246, 0.8895], [1.2203, -1.8624, -0.8694], [2.3641, -1.3541, -1.4400], [5.5362, 0.1893, 1.7589], [5.4299, 1.8979, 1.3390], [4.2251, 0.7678, 0.7235], [5.8799, 1.3863, -1.0299], [7.8093, 1.8037, 0.4948], [7.9265, 0.0754, 0.8253], [8.2507, 0.6877, -0.7977], [6.1171, -1.5233, -0.1354], [6.6132, -0.8820, -1.7101], [4.5627, -2.0847, 1.0388], [2.5328, -3.0138, 2.0141], [-1.9265, -2.9218, 1.1539], [0.4900, -0.2621, 1.3934], [0.0971, 2.0159, 0.6997], [-4.1458, 2.7785, -0.5129], [-3.5268, 4.1898, -1.3977], [-4.3185, 4.8878, 0.8530], [-3.2537, 3.6648, 1.6103], [-0.3701, 5.5522, 0.5977], [-0.8774, 4.0812, 1.4806], [-0.0417, 3.4557, -0.8128], [-1.2054, 4.5870, -1.5239], [-3.6792, 0.8453, -0.9500], [-3.6289, -1.4319, -2.2964], [-5.0829, -0.9083, -1.3937], [-5.5738, -3.0396, -2.5342], [-4.1425, -3.7950, -1.7694], [-5.7352, -3.6144, 1.4334], [-4.2513, -4.1634, 0.5976], [-3.7771, -2.0500, 1.8141], [-5.1396, -1.2536, 0.9959], [0.2869, -1.8178, -1.4102], [2.3438, -0.9063, -2.4211]],
  "forces_ev_per_a": [[0.02, 0.06, -0.31], [-0.07, -0.29, 0.07], [-0.26, -0.03, -0.19], [0.43, 0.38, 0.08], [-0.30, 0.00, -0.03], [-0.35, -0.12, -0.06], [0.38, 0.12, -0.10], [-0.39, 0.00, -0.07], [0.32, -0.18, -0.11], [-0.02, -0.17, 0.05], [0.14, -0.05, 0.08], [-0.52, -0.22, 0.10], [-0.01, 0.54, -0.01], [-0.25, -0.14, 0.09], [-0.08, 0.18, -0.09], [0.11, -0.39, 0.05], [0.02, 0.28, -0.28], [-0.15, 0.24, 0.36], [-0.26, -0.23, -0.19], [0.00, 0.13, -0.05], [0.25, -0.14, -0.22], [0.06, 0.19, 0.29], [-0.03, 0.03, 0.11], [0.31, -0.06, 0.08], [0.03, 0.10, -0.04], [-0.13, -0.38, -0.12], [0.11, 0.26, -0.28], [-0.14, 0.02, 0.00], [0.09, 0.16, 0.34], [-0.26, -0.33, -0.01], [0.13, -0.10, 0.14], [0.21, 0.05, -0.03], [0.01, -0.09, 0.13], [0.00, 0.10, 0.08], [-0.10, 0.01, 0.07], [0.02, -0.06, -0.01], [0.07, 0.08, 0.06], [0.08, -0.08, 0.12], [0.14, -0.01, -0.07], [0.00, -0.01, -0.04], [-0.06, -0.04, 0.14], [0.07, 0.03, 0.02], [0.01, -0.07, 0.08], [0.24, -0.05, -0.04], [0.05, 0.02, 0.04], [0.05, 0.10, 0.01], [-0.01, 0.03, -0.06], [-0.08, -0.05, 0.05], [0.00, -0.09, 0.03], [-0.04, 0.06, -0.06], [0.03, -0.09, 0.02], [0.01, 0.06, -0.05], [0.01, 0.03, -0.03], [0.10, -0.01, 0.06], [-0.09, 0.00, -0.08], [-0.05, 0.01, -0.02], [0.08, 0.00, -0.02], [0.08, 0.00, 0.01], [-0.05, 0.08, -0.03], [0.09, 0.00, 0.00], [-0.05, 0.06, 0.05], [-0.01, 0.00, 0.02], [0.09, -0.03, 0.05], [-0.09, 0.04, -0.04], [0.00, 0.05, -0.12]]
}



No. 2
{
  "formula": "C2H6N2O",
  "method": "ωB97M-V with the def2-TZVPD basis set",
  "lumo_ev": 0.92,
  "e_homo_ev": -9.20,
  "relative_energy_kcal_mol": 88.7,
  "smiles": "[H]/N=C\\NOC",
  "fmax_ev_per_a": 2.6,
  "total_energy_ha": -264.446004,
  "species": ["H", "N", "C", "N", "O", "C", "H", "H", "H", "H", "H"],
  "xyz": [[2.8082, 0.9849, -0.2025], [2.7731, -0.0531, -0.1058], [1.5732, -0.4682, 0.0058], [0.4548, 0.3158, 0.0200], [-0.6610, -0.5606, 0.1213], [-1.9885, 0.0470, -0.1492], [1.4729, -1.5386, 0.0546], [0.3492, 0.9038, 0.8434], [-2.4019, -0.7689, -0.7763], [-1.7252, 1.0647, -0.5328], [-2.6549, 0.0733, 0.7214]],
  "forces_ev_per_a": [[-0.07, -0.79, 0.12], [-0.40, 0.90, 0.02], [2.59, -0.07, -0.19], [-2.34, 0.71, 0.31], [-1.31, -0.48, 0.52], [2.03, -0.73, -0.28], [-0.68, -0.33, 0.02], [0.74, 0.17, -0.07], [-0.15, 1.31, -0.45], [-1.04, -0.97, -0.29], [0.66, 0.29, 0.28]]
}



No. 3
{
  "formula": "C7H12FN",
  "method": "ωB97M-V with the def2-TZVPD basis set",
  "lumo_ev": 0.88,
  "e_homo_ev": -8.55,
  "relative_energy_kcal_mol": 73.7,
  "fmax_ev_per_a": 6.3,
  "total_energy_ha": -428.386567,
  "species": ["C", "C", "C", "C", "C", "C", "C", "N", "F", "H", "H", "H", "H", "H", "H", "H", "H", "H", "H", "H", "H"],
  "xyz": [[-0.8370, 1.0268, 1.2972], [0.2230, 0.6493, -0.1947], [-1.2286, 0.2983, 0.0390], [-2.1913, 0.9952, -0.8473], [-1.4798, -1.1883, 0.2748], [2.9236, -0.2005, 0.2460], [1.6747, -0.8992, -0.4120], [0.4009, 1.2572, 1.0283], [1.9263, -1.0066, -1.7666], [-1.3231, 1.4453, 2.1781], [0.6299, 1.1253, -1.0479], [-1.9497, 1.9917, -0.9612], [-3.2439, 0.9155, -0.3706], [-2.2036, 0.5187, -1.8707], [-1.6482, -1.8928, -0.6570], [-2.2589, -1.5195, 0.9347], [-0.4775, -1.5578, 0.7289], [3.8814, -0.7298, -0.1704], [2.8857, -0.3272, 1.3318], [2.8952, 0.8899, 0.1074], [1.4012, -1.7916, 0.1324]],
  "forces_ev_per_a": [[-0.06, 1.06, 1.21], [3.62, -4.52, -2.37], [-0.24, -0.89, 0.36], [-2.76, -2.38, -0.35], [2.32, -2.48, -1.08], [-0.01, -1.47, -0.81], [0.09, 4.55, 1.09], [-0.25, 0.73, 1.68], [-0.63, -0.56, 0.63], [-0.32, -0.40, 0.01], [-0.04, 0.72, -1.00], [0.44, 2.25, -0.24], [1.48, 0.18, -1.00], [-0.15, 0.41, 1.06], [0.50, 1.86, 1.31], [-0.60, 0.59, 0.55], [-1.92, 0.27, -0.56], [-1.63, 1.25, 0.75], [0.03, -0.22, -0.12], [0.33, -0.43, -0.42], [-0.22, -0.51, -0.69]]
}



Number 1: HOMO-LUMO gap 8.0 eV. Number 2: HOMO-LUMO gap 10.1 eV. Number 3: HOMO-LUMO gap 9.4 eV.